[1]
Here is a structure of composition C31H24CrN2O4P2 from OMol25. Energies are from wB97M-V/def2-TZVPD.

⟨S²⟩ = 6.015
energy = -90706.3730 eV
E_HOMO (spin up / spin down) = -0.2896 / -0.2980 Eh
multiplicity = 5
HOMO-LUMO gap (spin up / spin down) = 7.954 / 8.111 eV

Geometry as XYZ:
```
64
Properties=species:S:1:pos:R:3:mulliken_spin:R:1
Cr 2.10886 0.67422 -0.03147 3.939
O -1.12528 1.39665 2.46157 0.002
C -0.12873 1.78863 1.50500 -0.055
O 0.99735 1.07823 1.50203 -0.032
C 0.25615 2.92201 -0.71103 0.078
C -0.02079 4.15056 -1.29532 -0.008
C 0.92437 4.72925 -2.13493 0.011
C 2.11461 4.07798 -2.41879 -0.003
C 2.33629 2.86455 -1.79879 0.038
N 1.44153 2.35708 -0.95104 -0.059
C 3.55744 1.97142 -2.05866 -0.025
O 4.39493 2.34987 -2.84833 0.012
O 3.51434 0.83716 -1.43206 0.001
H -0.96622 4.63484 -1.10400 0.000
H 0.71392 5.68927 -2.58947 0.001
H 2.85858 4.46440 -3.09990 0.000
N -0.20704 -0.91273 -0.17088 0.035
P -0.94347 0.43018 -0.96126 -0.022
C -2.68520 0.00307 -0.60573 0.002
C -3.15976 -0.22436 0.68925 -0.001
C -4.47698 -0.59893 0.89340 0.000
C -5.33680 -0.74564 -0.19018 0.000
C -4.87604 -0.51744 -1.47594 0.000
C -3.55250 -0.14416 -1.68224 0.000
C -0.73026 2.08792 0.10962 0.040
C -0.38605 2.63018 2.68920 0.008
C -1.11061 3.90849 2.77279 -0.003
C -2.10983 4.32799 1.99816 0.001
C -2.66112 3.64729 0.83150 -0.001
C -2.09187 2.72734 0.05244 0.010
P 0.99857 -1.79248 -1.02185 -0.043
C 0.50257 -3.52947 -0.74431 0.005
C 0.20436 -4.03028 0.52431 -0.006
C -0.16960 -5.35224 0.68993 0.000
C -0.23371 -6.19652 -0.41388 0.000
C 0.07017 -5.71282 -1.67531 0.001
C 0.43207 -4.38046 -1.84054 0.004
C 2.46329 -1.74890 0.11945 0.049
C 2.42426 -1.43424 1.47892 -0.022
C 3.59148 -1.47980 2.24611 -0.001
C 4.78539 -1.85494 1.66303 0.008
C 4.83438 -2.17083 0.30507 0.001
C 3.69209 -2.10192 -0.46258 0.025
H -0.74233 -1.38197 0.55027 0.001
H -2.51053 -0.06658 1.54278 0.001
H -4.83849 -0.76457 1.90021 0.000
H -6.36724 -1.03545 -0.02794 0.000
H -5.54245 -0.63133 -2.32125 0.000
H -3.19058 0.02818 -2.68934 0.000
H 0.37278 2.50017 3.45499 -0.001
H -0.79021 4.56431 3.57506 0.000
H -2.56883 5.28038 2.24000 0.000
H -3.65027 3.97529 0.52747 0.000
H -2.69461 2.42930 -0.79952 -0.001
H 0.27908 -3.38815 1.39581 0.001
H -0.40177 -5.72943 1.67750 0.000
H -0.51878 -7.23274 -0.28480 0.000
H 0.02088 -6.36896 -2.53460 0.000
H 0.65605 -4.00105 -2.83058 -0.003
H 1.48587 -1.15225 1.93993 0.008
H 3.54790 -1.21936 3.29541 0.000
H 5.68977 -1.88788 2.25671 0.001
H 5.77557 -2.44295 -0.15381 0.001
H 3.74307 -2.29537 -1.52760 0.003
```

---

[2]
Here is a structure of composition C31H24N2O5Sn from OMol25. Energies are from wB97M-V/def2-TZVPD.

energy = -51585.9053 eV
E_HOMO = -0.2879 Eh
multiplicity = 1
HOMO-LUMO gap = 7.266 eV

Geometry as XYZ:
```
63
Properties=species:S:1:pos:R:3:mulliken_charge:R:1
Sn -1.60293 -0.20036 -0.01660 0.974
C 2.35290 -0.58262 0.21820 -0.762
O 1.29081 -1.41963 0.72086 -0.089
C 1.23872 -1.53222 2.09202 0.075
C 1.87174 -2.57782 2.74139 -0.639
C 1.79982 -2.66515 4.12362 -0.563
C 1.10760 -1.70623 4.85164 -0.724
C 0.48893 -0.64954 4.20537 -0.576
C 0.55083 -0.55530 2.81767 0.438
N -0.06355 0.48689 2.07671 0.352
N -0.04746 1.58113 2.67238 -0.453
C -0.55281 2.70342 2.05427 -0.363
C -0.90689 2.78427 0.69809 0.475
O -0.95150 1.78911 -0.14728 -0.224
C -1.22072 4.07016 0.15703 -0.713
C -1.23334 5.18375 0.92616 -0.927
C -0.92131 5.13189 2.31487 0.790
C -0.94910 6.29098 3.11759 -0.845
C -0.63190 6.22963 4.44755 -0.504
C -0.27398 4.99606 5.01513 -0.686
C -0.24160 3.85386 4.25650 -0.420
C -0.56586 3.89023 2.88191 0.842
H 2.90780 -1.13677 -0.53791 0.302
H 3.02871 -0.29370 1.02207 0.471
H 1.92092 0.31484 -0.23051 0.147
H 2.40934 -3.31533 2.15746 0.448
H 2.28498 -3.48683 4.63526 0.399
H 1.04856 -1.78563 5.93017 0.387
H -0.05671 0.10437 4.75636 0.444
H -1.46320 4.09832 -0.89771 0.459
H -1.49162 6.14278 0.48953 0.355
H -1.22770 7.23363 2.65926 0.374
H -0.65485 7.12240 5.05956 0.383
H -0.02192 4.94484 6.06775 0.390
H 0.03694 2.91194 4.70515 0.373
O -0.15184 -1.40352 -1.42088 -0.040
C -0.57251 -1.63264 -2.78741 1.880
C -1.56553 -0.46714 -3.10570 0.278
O -1.89606 -0.25893 -4.25569 -0.649
O -1.93447 0.20716 -2.06728 -0.589
C -1.28780 -2.97764 -2.88562 -0.705
C -2.29351 -3.19545 -3.82252 -0.074
C -2.90342 -4.43920 -3.91961 -0.905
C -2.51483 -5.48118 -3.09131 -0.391
C -1.50942 -5.27220 -2.15856 -0.962
C -0.90110 -4.02983 -2.05841 0.123
C 0.65112 -1.52998 -3.67741 -0.162
C 1.09385 -2.57867 -4.46878 -0.144
C 2.24863 -2.43911 -5.23061 -0.911
C 2.96529 -1.25409 -5.20408 -0.438
C 2.51893 -0.19516 -4.42096 -0.859
C 1.36842 -0.33296 -3.66399 -0.285
H 0.67331 -1.85409 -1.20217 0.187
H -2.59291 -2.38896 -4.47962 0.553
H -3.68778 -4.59013 -4.65099 0.414
H -2.99314 -6.44966 -3.16965 0.411
H -1.19784 -6.07668 -1.50358 0.400
H -0.12360 -3.89014 -1.31745 0.373
H 0.53525 -3.50701 -4.50232 0.391
H 2.58399 -3.26343 -5.84790 0.408
H 3.86349 -1.14741 -5.80031 0.391
H 3.06405 0.74066 -4.40948 0.414
H 1.00367 0.49965 -3.07263 0.500
```

---

[3]
Here is a structure of composition C31H25AgNSb from OMol25. Energies are from wB97M-V/def2-TZVPD.

energy = -44577.1783 eV
E_HOMO = -0.2574 Eh
multiplicity = 1
HOMO-LUMO gap = 6.659 eV

Geometry as XYZ:
```
59
Properties=species:S:1:pos:R:3:mulliken_charge:R:1
Ag -0.46934 0.87567 0.64136 0.064
N -0.53704 0.81357 2.67746 -0.784
C -0.84584 -0.10423 3.48806 0.434
C -1.26014 -1.47753 3.06206 0.571
C -2.11724 -1.62753 1.97296 -0.514
C -2.40974 -2.88353 1.47466 -0.717
C -1.85434 -4.00743 2.06656 -0.447
C -1.02544 -3.87133 3.16716 -0.719
C -0.73674 -2.61533 3.67196 -0.302
C -0.76334 0.14367 4.94856 0.392
C 0.20866 1.01727 5.42846 -0.408
C 0.29726 1.29447 6.77766 -0.534
C -0.59794 0.71987 7.66516 -0.366
C -1.57724 -0.13843 7.19436 -0.665
C -1.65554 -0.43743 5.84576 -0.283
H -2.58464 -0.73233 1.55396 0.432
H -3.07124 -2.98553 0.62556 0.380
H -2.08214 -4.98643 1.67736 0.416
H -0.60484 -4.74913 3.63386 0.409
H -0.08984 -2.51573 4.53276 0.472
H 0.88056 1.46197 4.71096 0.388
H 1.06276 1.96247 7.14146 0.373
H -0.53684 0.94437 8.71836 0.387
H -2.28274 -0.57563 7.88456 0.381
H -2.42464 -1.10713 5.48646 0.412
C -1.06364 0.86047 -7.03584 -0.427
C -1.50134 1.92857 -6.27104 -0.656
C -1.36604 1.89217 -4.89474 -0.520
C -0.78324 0.80177 -4.26924 0.300
C -0.37384 -0.27553 -5.03704 -0.254
C -0.50674 -0.24503 -6.41524 -0.607
Sb -0.64764 0.79217 -2.11754 1.161
C 0.68706 -0.87733 -1.92674 0.107
C 0.34076 -1.88103 -1.03264 -0.618
C 1.15036 -2.99093 -0.86264 -0.423
C 2.32296 -3.10503 -1.59014 -0.486
C 2.67786 -2.10793 -2.48554 -0.825
C 1.86176 -1.00213 -2.65384 -0.245
C 0.81136 2.36067 -1.99314 0.477
C 0.42136 3.65197 -2.31954 -0.598
C 1.30616 4.70867 -2.20944 -0.670
C 2.59616 4.48427 -1.75814 -0.414
C 2.98406 3.20487 -1.39784 -0.674
C 2.09286 2.14997 -1.50744 -0.020
H -1.16914 0.88417 -8.11014 0.378
H -1.95634 2.78647 -6.74564 0.390
H -1.72544 2.72527 -4.30464 0.230
H 0.05186 -1.14903 -4.56064 0.418
H -0.18094 -1.08953 -7.00574 0.387
H -0.58264 -1.81013 -0.46384 0.271
H 0.85996 -3.76263 -0.16424 0.465
H 2.95856 -3.96893 -1.46394 0.397
H 3.59166 -2.19403 -3.05544 0.397
H 2.14256 -0.22883 -3.35904 0.592
H -0.58924 3.83957 -2.66034 0.215
H 0.98596 5.70867 -2.46424 0.386
H 3.29046 5.30667 -1.67234 0.378
H 3.98136 3.02817 -1.02244 0.393
H 2.40846 1.15507 -1.21724 0.322
```

---

[4]
Here is a structure of composition C31H25BBaCl2N2O4S at a distorted geometry from OMol25. Energies are from wB97M-V/def2-TZVPD.

energy = -80957.5427 eV
E_HOMO = -0.4291 Eh
multiplicity = 1
HOMO-LUMO gap = 3.749 eV
net charge = +2

Geometry as XYZ:
```
67
Properties=species:S:1:pos:R:3:mulliken_charge:R:1
C -1.84468 -5.31297 -0.65580 -1.133
C -2.43641 -4.53244 0.05395 -1.269
C -3.27814 -3.50475 0.57196 1.550
C -4.50358 -3.69232 1.20587 1.599
Cl -5.17785 -5.27764 1.50549 -0.346
C -5.26394 -2.60957 1.61284 0.622
Cl -6.77995 -2.83638 2.36232 -0.144
C -4.80316 -1.30259 1.38813 0.595
C -5.60429 -0.13343 1.80906 -1.125
C -6.26620 0.66544 0.88129 -0.049
C -6.96882 1.76516 1.34307 -0.645
C -6.98181 2.01798 2.70885 -0.278
N -6.36949 1.24838 3.60710 -0.604
C -5.70074 0.19656 3.15922 -0.267
C -3.56331 -1.10832 0.75496 0.806
C -2.78586 -2.19321 0.35536 -1.548
N -1.53396 -2.05738 -0.28510 0.620
C -1.64798 -2.03295 -1.77424 -0.423
C -0.70650 -3.05070 -2.37942 -0.259
O -0.81544 -3.48467 -3.49151 -0.496
C -0.72025 -0.99349 0.23951 -1.278
C 0.63814 -1.19556 0.39140 -0.279
C 1.48414 -0.18607 0.84260 0.504
C 2.95614 -0.48247 0.94384 -1.939
C 3.72129 -0.49833 -0.41413 0.382
C 2.95330 0.06878 -1.60373 -1.374
O 5.00074 0.07587 -0.26328 -0.484
C 5.01996 1.48011 -0.06721 0.089
C 5.28075 2.26597 -1.32769 0.414
C 5.96252 1.71804 -2.40552 -0.380
C 6.18636 2.47595 -3.54323 -0.611
C 5.73211 3.78297 -3.61949 -0.449
C 5.05937 4.33786 -2.54099 -0.631
C 4.83587 3.57915 -1.40246 -0.521
C 0.93102 1.06378 1.16324 0.362
B 1.78813 2.28943 1.69391 0.965
O 1.74820 3.48891 1.03677 -0.684
O 2.63502 2.13304 2.77213 -0.575
C -0.44184 1.25807 1.02601 -0.995
C -1.25971 0.23438 0.57555 0.757
S -3.00012 0.51734 0.42130 -0.264
H -1.14748 -5.90998 -1.19535 0.583
H -6.22950 0.41970 -0.17163 0.499
H -7.49051 2.39664 0.64153 0.425
H -7.51358 2.87934 3.08789 0.394
H -5.20571 -0.42221 3.89847 0.451
H -1.32925 -1.05639 -2.14176 0.461
H -2.66624 -2.23833 -2.09399 0.513
H 0.11131 -3.36953 -1.70070 0.430
H 1.05769 -2.15810 0.12670 0.460
H 3.43222 0.22871 1.60831 0.575
H 3.04808 -1.46003 1.41588 0.433
H 3.91204 -1.54545 -0.64886 0.432
H 2.16020 -0.60726 -1.91671 0.321
H 2.56481 1.07051 -1.42812 0.266
H 3.65232 0.13412 -2.43393 0.516
H 5.81486 1.68400 0.65020 0.464
H 4.09632 1.84661 0.38640 -0.325
H 6.31867 0.69939 -2.35559 0.466
H 6.70784 2.05617 -4.39099 0.384
H 5.89775 4.37035 -4.50989 0.394
H 4.69522 5.35346 -2.58528 0.398
H 4.30335 4.00906 -0.56356 0.370
H 1.33190 4.21371 1.51105 0.307
H 2.19175 1.77099 3.54598 0.336
H -0.87923 2.21980 1.25694 0.463
Ba -2.31386 -6.76323 1.35512 1.768
```